Record 1
78
Properties=species:S:1:pos:R:3 method="wB97M-V/def2-TZVPD" homo_ev=-4.771 multiplicity=1 total_charge=-1 homo_lumo_gap_ha=0.2304 max_force_ha_per_bohr=0.195
C -2.045 1.082 2.862
C -1.189 0.388 1.960
C -0.188 -0.561 1.016
P 0.909 0.524 -0.122
C -0.528 0.416 -1.420
C -1.645 1.443 -1.365
C 1.826 1.648 -1.382
C 1.350 1.388 -2.965
O 0.906 2.441 -3.707
C 1.688 -1.097 -0.788
C 3.223 -1.030 -1.299
C 3.934 -2.459 -0.788
O 3.396 -1.078 -2.789
C 2.198 0.747 1.264
C 2.824 2.219 1.528
N 1.919 3.409 1.329
N 4.230 2.438 0.925
N 3.124 2.245 3.050
H -2.627 1.347 3.863
H -0.932 -1.251 0.390
H 0.391 -1.248 1.761
H 0.214 1.670 0.402
H -0.645 -0.411 -2.234
H -2.256 1.780 -2.307
H -1.950 1.944 -0.328
H 1.413 2.749 -1.165
H 2.978 1.721 -1.252
H 1.334 0.345 -3.489
H 1.057 -1.623 -1.644
H 1.663 -1.878 0.116
H 3.897 -0.192 -0.798
H 4.263 -2.254 0.338
H 4.902 -2.683 -1.407
H 3.166 -3.346 -0.737
H 3.085 -2.028 -3.004
H 3.094 -0.020 1.250
H 1.612 0.475 2.272
H 1.295 3.416 2.191
H 2.524 4.263 1.432
H 4.454 1.574 0.361
H 4.084 3.247 0.262
H 3.802 1.433 3.162
H 3.637 3.133 3.274
C -0.499 -4.292 -3.673
Cl -0.176 -5.454 -2.362
Cl -1.992 -4.759 -4.526
Cl -0.693 -2.660 -2.986
Cl 0.865 -4.296 -4.819
C -5.024 2.984 5.769
Cl -4.072 2.072 4.570
Cl -3.959 3.510 7.097
Cl -5.751 4.411 4.989
Cl -6.314 1.942 6.421
C -0.508 0.894 6.780
Cl 0.229 1.219 5.191
Cl 0.690 0.112 7.842
Cl -1.040 2.428 7.514
Cl -1.912 -0.184 6.574
C -5.578 -2.395 5.768
Cl -5.194 -2.949 4.118
Cl -5.490 -3.773 6.893
Cl -4.406 -1.148 6.263
Cl -7.223 -1.710 5.796
C -0.044 5.987 -4.127
Cl 1.230 6.554 -5.237
Cl -0.914 4.621 -4.869
Cl 0.696 5.458 -2.595
Cl -1.187 7.316 -3.807
C -5.546 -5.861 -2.320
Cl -5.886 -7.105 -3.550
Cl -3.795 -5.812 -1.993
Cl -6.082 -4.271 -2.919
Cl -6.419 -6.256 -0.818
C 3.121 -2.581 -8.200
Cl 1.630 -1.606 -8.202
Cl 3.022 -3.816 -6.920
Cl 3.310 -3.380 -9.782
Cl 4.522 -1.523 -7.898



Record 2
88
Properties=species:S:1:pos:R:3 method="wB97M-V/def2-TZVPD" homo_ev="-4.782 / -4.479" e_above_lowest_kcal_mol=0.0 multiplicity=2 s2=0.7850 total_charge=-1 homo_lumo_gap_ha="0.2471 / 0.2350" max_force_ha_per_bohr=0.010
Mn 0.537 0.161 0.146
S 1.075 -0.013 2.481
C 2.569 0.844 2.268
N 3.179 1.588 3.133
N 2.549 1.718 4.316
C 2.983 2.640 5.250
C 4.170 3.358 5.085
C 4.569 4.260 6.060
C 3.809 4.470 7.203
C 2.629 3.754 7.362
C 2.216 2.848 6.400
N 3.276 0.774 1.054
N 2.640 0.337 0.080
C 3.425 0.275 -1.118
C 2.964 -0.526 -2.153
C 3.693 -0.617 -3.331
C 4.875 0.089 -3.479
C 5.335 0.886 -2.436
C 4.618 0.980 -1.256
H 1.622 1.307 4.391
H 4.758 3.197 4.194
H 5.492 4.810 5.919
H 4.128 5.180 7.956
H 2.019 3.902 8.245
H 1.294 2.292 6.530
H 2.032 -1.057 -2.033
H 3.321 -1.235 -4.140
H 5.437 0.024 -4.402
H 6.257 1.444 -2.547
H 4.962 1.599 -0.438
O 0.150 0.080 -1.782
C 0.199 0.984 -2.709
C 0.172 0.580 -4.065
C 0.232 1.483 -5.101
C 0.327 2.853 -4.845
C 0.347 3.272 -3.532
C 0.273 2.377 -2.460
C 0.287 2.883 -1.091
N 0.530 2.207 0.017
C 0.505 3.108 1.060
C 0.232 4.346 0.582
N 0.095 4.190 -0.779
H 0.099 -0.485 -4.257
H 0.211 1.124 -6.124
H 0.392 3.569 -5.653
H 0.447 4.335 -3.335
H 0.690 2.796 2.074
H 0.107 5.295 1.072
H -0.167 4.904 -1.433
O -5.871 0.597 -0.451
S -5.097 -0.183 0.482
O -5.705 -1.395 0.973
N -3.600 -0.451 -0.064
C -2.686 0.157 0.685
O -1.463 0.131 0.480
C -3.253 0.914 1.855
C -2.573 1.616 2.833
C -3.324 2.258 3.811
C -4.717 2.193 3.803
C -5.393 1.472 2.824
C -4.629 0.839 1.864
H -1.489 1.634 2.829
H -2.822 2.818 4.592
H -5.279 2.705 4.574
H -6.473 1.406 2.815
C -1.344 -7.915 -1.821
C -1.130 -6.465 -1.481
C -1.703 -5.458 -2.247
C -1.524 -4.120 -1.933
C -2.181 -3.065 -2.794
C -0.721 -3.779 -0.828
C -0.543 -2.347 -0.573
O 0.352 -1.867 0.109
C -0.139 -4.782 -0.031
C 0.694 -4.515 1.199
C -0.362 -6.108 -0.381
H -1.957 -8.025 -2.715
H -1.844 -8.436 -1.002
H -0.392 -8.420 -1.996
H -2.312 -5.722 -3.105
H -2.678 -3.534 -3.643
H -1.459 -2.343 -3.178
H -2.929 -2.501 -2.233
H -1.265 -1.661 -1.024
H 0.655 -3.485 1.535
H 1.742 -4.750 0.995
H 0.364 -5.170 2.007
H 0.077 -6.887 0.236



Number 1: DFT total energy -14279.867517 Eh. Number 2: DFT total energy -4213.570338 Eh.